[1]
Entry from OMol25: a 6-piece molecular cluster, C6H12Cl12 overall at a distorted geometry (ωB97M-V with the def2-TZVPD basis set).

```
30
Properties=species:S:1:pos:R:3:forces:R:3
Cl 2.15928 7.14557 -3.09065 0.3 -0.5 0.6
C 2.74086 5.81449 -2.00778 -1.0 0.2 -0.1
Cl 1.38765 4.84420 -1.37338 -0.1 -0.2 -0.3
H 3.35851 5.17473 -2.63811 0.1 0.2 0.5
H 3.12894 6.21007 -1.06915 0.7 0.2 -0.8
Cl -5.14320 0.59560 -6.48831 0.0 -0.9 1.2
C -4.65905 -0.78381 -5.36696 -0.5 0.2 -0.6
Cl -3.63351 -1.86944 -6.28876 0.6 -0.1 0.2
H -4.20517 -0.37786 -4.46290 0.3 0.1 -0.5
H -5.47187 -1.44276 -5.06168 -0.5 0.8 -0.3
Cl -1.84979 -1.29367 -0.64407 0.1 0.0 0.0
C -0.16422 -0.95050 -1.08232 0.2 0.4 0.6
Cl 0.11177 -1.06562 -2.80522 0.1 -0.2 -0.3
H 0.07788 0.06767 -0.77765 -0.2 -0.1 -0.1
H 0.48459 -1.63158 -0.53163 -0.2 -0.1 -0.3
Cl -6.91212 2.48317 0.70228 -0.2 0.3 -0.1
C -5.40446 2.28336 1.56995 0.5 -0.6 0.3
Cl -4.07626 3.31287 0.96528 -0.4 -0.2 0.1
H -5.54475 2.46795 2.63500 -0.1 0.3 -0.3
H -5.11365 1.24089 1.44046 0.1 0.2 -0.1
Cl 5.63062 -1.61790 1.92925 -0.1 0.1 0.3
C 4.89802 -0.74588 3.28688 -0.7 0.2 0.0
Cl 3.18425 -0.30137 2.99424 0.2 -0.1 -0.2
H 4.82988 -1.39045 4.16322 0.5 0.2 -0.2
H 5.41904 0.20096 3.42875 0.1 -0.4 0.1
Cl 2.76468 -5.44158 5.78910 0.0 0.0 -0.5
C 3.07273 -5.74737 4.04682 0.0 0.6 0.3
Cl 1.66514 -5.29734 3.01717 0.6 -0.5 0.5
H 3.88835 -5.09221 3.74082 -0.2 -0.2 0.1
H 3.37587 -6.79220 3.97936 -0.5 0.2 -0.4
```
Forces are in eV/Å.

## Properties
* SMILES: ClCCl.ClCCl.ClCCl.ClCCl.ClCCl.ClCCl
* LUMO energy: 0.3 eV
* energy above the lowest of the compared OMol25 structures with the same formula, charge and spin: 21.33 kcal/mol
* net charge: 0
* multiplicity: 1

Charges per atom according to natural (NBO) partitioning, unit e:
1 Cl -0.04
2 C -0.37
3 Cl -0.04
4 H 0.23
5 H 0.23
6 Cl -0.06
7 C -0.37
8 Cl -0.02
9 H 0.23
10 H 0.22
11 Cl -0.03
12 C -0.41
13 Cl -0.01
14 H 0.22
15 H 0.22
16 Cl -0.01
17 C -0.40
18 Cl -0.03
19 H 0.22
20 H 0.22
21 Cl -0.02
22 C -0.39
23 Cl -0.05
24 H 0.23
25 H 0.23
26 Cl -0.04
27 C -0.38
28 Cl -0.03
29 H 0.22
30 H 0.23

***

[2]
Entry from OMol25: C6H12Cl6F4MgN2O8S4 as an isolated structure at a distorted geometry (ωB97M-V with the def2-TZVPD basis set).

```
43
Properties=species:S:1:pos:R:3:forces:R:3
Mg -1.41695 -2.91562 -2.05051 0.7 0.7 0.9
N -0.36468 -9.31423 0.26621 1.2 5.3 0.4
S 0.29866 -10.15226 1.37491 0.5 -7.4 4.0
O -0.46779 -10.16631 2.65938 2.5 1.1 -2.4
O 1.76880 -10.39861 1.30606 -3.8 1.3 0.5
F -0.32982 -11.50614 0.77147 0.7 0.1 -0.1
S 0.35913 -7.79797 0.75493 1.9 3.3 -1.4
O 0.77571 -7.53525 2.14806 -1.8 -1.2 -3.1
O -0.20653 -6.68526 -0.02909 0.0 -2.1 1.4
F 1.81101 -7.96649 0.01822 -1.4 0.0 0.5
N -0.22301 -0.58572 -0.02186 2.6 2.5 2.4
S -0.52552 0.48129 1.18604 -8.3 3.4 1.4
O -1.11924 1.80081 0.75783 2.5 -3.9 0.8
O 0.25689 0.43854 2.38547 0.6 -0.2 -1.3
F -1.88228 -0.29132 1.61594 0.4 0.0 0.1
S 1.35263 0.09295 -0.07457 5.7 -4.2 -4.7
O 2.46607 -0.64829 0.54879 -3.0 1.9 0.5
O 1.53550 1.45465 -0.47603 -0.9 -0.4 1.4
F 1.50547 -0.65280 -1.50999 -0.1 -0.1 -1.2
Cl 0.05710 1.75237 -5.90123 0.7 -0.2 -0.3
C 1.66632 1.63920 -6.81632 -1.5 0.2 0.5
C 1.42784 1.98741 -8.32464 0.1 -0.2 1.2
Cl 0.29970 3.36051 -8.61108 0.6 -0.2 0.2
H 1.97893 0.61655 -6.60522 0.0 -0.1 -0.7
H 2.33864 2.24461 -6.20839 -0.1 0.5 -0.7
H 0.94709 1.14482 -8.82165 0.3 0.0 0.1
H 2.39679 2.22813 -8.76202 -0.2 0.0 -0.2
Cl -3.09649 1.55743 7.50457 0.7 0.0 0.2
C -1.61619 1.31340 8.51122 -0.4 -0.5 1.1
C -1.86496 1.81700 9.96109 0.7 0.2 -1.0
Cl -1.71391 3.58986 10.18171 -0.4 0.0 -0.3
H -0.70687 1.61739 7.99273 -0.4 0.7 0.1
H -1.47468 0.24040 8.64063 -0.3 -0.2 -0.2
H -1.08836 1.46464 10.63993 -0.2 -0.5 -0.2
H -2.85900 1.47212 10.24575 0.2 0.2 0.2
Cl 1.27255 8.24226 -3.27057 -0.2 -0.7 -0.6
C 0.22097 6.86137 -3.78790 -0.8 0.1 1.2
C -0.71088 6.48828 -2.62219 -0.4 -0.1 -0.6
Cl -1.96590 7.72990 -2.27173 0.4 0.0 0.0
H 0.78669 5.96264 -4.03355 0.4 0.3 0.1
H -0.38321 7.12747 -4.65523 0.2 0.3 0.1
H -0.19087 6.25687 -1.69261 0.0 0.2 -0.2
H -1.31545 5.63323 -2.92464 0.3 -0.2 0.0
```
Forces are in eV/Å.

## Properties
* LUMO energy: -8.0 eV
* energy above the lowest of the compared OMol25 structures with the same formula, charge and spin: 272.83 kcal/mol
* net charge: 0
* multiplicity: 1

Charges per atom according to natural (NBO) partitioning, unit e:
1 Mg 1.43
2 N -0.91
3 S 2.34
4 O -0.80
5 O -0.80
6 F -0.50
7 S 2.30
8 O -0.82
9 O -0.93
10 F -0.49
11 N -1.04
12 S 2.31
13 O -0.85
14 O -0.81
15 F -0.52
16 S 2.28
17 O -0.82
18 O -0.81
19 F -0.56
20 Cl -0.12
21 C -0.35
22 C -0.39
23 Cl -0.04
24 H 0.22
25 H 0.23
26 H 0.22
27 H 0.23
28 Cl -0.07
29 C -0.38
30 C -0.38
31 Cl -0.07
32 H 0.23
33 H 0.22
34 H 0.22
35 H 0.23
36 Cl -0.06
37 C -0.38
38 C -0.38
39 Cl -0.07
40 H 0.22
41 H 0.22
42 H 0.23
43 H 0.22

***

[3]
Entry from OMol25: an isolated ion of composition C6H12ClN2OS and charge +1 at a distorted geometry (ωB97M-V with the def2-TZVPD basis set).

```
23
Properties=species:S:1:pos:R:3:forces:R:3
C 0.83192 0.30734 1.11067 0.2 -1.2 0.8
C -2.07836 0.07935 -1.93673 -0.9 -3.8 1.6
C -0.39636 1.87461 -1.73327 0.9 -0.4 -0.4
C 0.32995 -0.68608 -1.05439 -1.6 0.6 -1.6
C 1.51328 -1.85099 2.76508 2.2 2.0 -0.5
C 1.20835 -0.28950 2.52134 -0.9 -0.9 -0.1
N 0.03573 -0.57090 0.25546 1.2 0.1 2.2
N -1.73359 1.36429 -2.32165 0.4 3.0 -1.2
O 1.09518 1.40977 0.74832 0.3 0.3 0.3
S 0.92381 0.63375 -2.01403 -0.8 0.9 0.1
Cl 0.68891 -2.23114 -1.70235 -0.1 0.0 0.2
H -2.22584 -0.74105 -2.74966 0.0 1.9 1.8
H -2.55746 0.04706 -0.86999 0.8 -0.2 -2.5
H -0.04753 2.80788 -2.20980 -0.4 -0.3 0.1
H -0.65940 2.02863 -0.72314 0.5 0.2 1.3
H 0.68659 -2.48026 2.56197 -0.6 -0.8 -1.0
H 2.51316 -2.07487 2.26338 -1.7 -0.2 0.2
H 1.70292 -2.09703 3.81699 0.0 0.8 0.0
H 2.02604 0.31835 2.91277 -0.3 0.0 -0.1
H 0.27952 -0.07474 3.07412 0.4 0.2 0.2
H -0.14680 -1.41691 0.78329 -0.2 -0.3 -0.6
H -1.53084 1.51272 -3.28792 -0.2 -0.9 -1.4
H -2.45918 2.12972 -2.21048 0.7 -1.0 0.6
```
Forces are in eV/Å.

## Properties
* LUMO energy (alpha / beta): -4.4 / -4.0 eV
* energy above the lowest of the compared OMol25 structures with the same formula, charge and spin: 53.11 kcal/mol
* net charge: +1
* multiplicity: 1

Charges per atom according to natural (NBO) partitioning, unit e:
1 C 0.72
2 C -0.39
3 C -0.37
4 C 0.00
5 C -0.63
6 C -0.51
7 N -0.69
8 N -0.56
9 O -0.54
10 S 0.41
11 Cl 0.12
12 H 0.25
13 H 0.22
14 H 0.26
15 H 0.24
16 H 0.21
17 H 0.23
18 H 0.25
19 H 0.26
20 H 0.24
21 H 0.42
22 H 0.43
23 H 0.44

***

[4]
Entry from OMol25: C6H12F6NO6S2Sn as an isolated structure at a distorted geometry (ωB97M-V with the def2-TZVPD basis set).

```
34
Properties=species:S:1:pos:R:3:forces:R:3
Sn -13.55762 -14.23108 22.06947 1.1 -0.3 2.0
C -15.25278 -12.36490 26.57112 -0.6 -1.1 0.4
F -14.07431 -11.98163 26.97659 0.7 1.2 0.1
F -15.35059 -13.63783 26.83739 0.2 -1.3 -0.5
F -16.25879 -11.79890 27.16843 0.1 1.2 0.0
S -15.51368 -12.09584 24.70199 -4.4 -2.7 1.9
O -16.32409 -13.27660 24.34353 3.2 1.0 -0.8
O -16.33717 -10.91661 24.63980 1.9 1.3 -0.8
N -13.94257 -12.04495 24.05963 -1.6 -0.4 -0.5
S -13.53001 -10.54319 23.87875 -0.7 2.3 -5.1
O -13.76089 -10.03577 22.49479 0.6 -1.5 3.5
O -13.80845 -9.67524 25.01520 -0.2 0.0 0.7
C -11.60086 -10.57685 23.99071 3.2 1.2 2.2
F -11.17122 -10.53695 25.29605 -1.3 -0.3 -2.3
F -11.11971 -11.60673 23.36434 -0.7 -1.8 0.1
F -11.15912 -9.56005 23.33928 -0.7 1.3 0.2
C -11.29871 -14.41144 27.23622 -1.0 -1.5 -0.3
C -11.52593 -13.67549 25.92275 2.1 1.8 1.8
O -12.55981 -14.02433 25.04498 -0.7 -1.7 -1.2
H -10.50643 -13.98515 27.85159 -0.3 0.7 -0.2
H -10.95390 -15.44294 27.16396 -0.2 -0.2 -0.6
H -12.25900 -14.47057 27.74850 0.2 0.2 0.5
H -10.54019 -13.56122 25.47179 -0.1 -0.3 -0.9
H -11.73453 -12.66134 26.26345 -0.2 0.2 -0.1
H -13.04186 -13.23042 24.80220 0.2 0.1 0.6
C -10.65851 -17.45823 21.06267 0.4 0.9 0.4
C -10.24380 -16.08498 21.72196 0.6 -2.0 -2.0
O -11.10279 -15.77668 22.79895 -1.1 1.0 0.0
H -11.50675 -17.35839 20.38546 0.0 0.1 -0.1
H -10.93307 -18.20627 21.80640 0.1 0.2 0.2
H -9.82174 -17.87714 20.50371 0.0 0.2 -0.1
H -10.21591 -15.28749 20.97944 -0.4 0.2 -0.1
H -9.20188 -16.13581 22.03806 -0.1 -0.1 0.4
H -10.57326 -15.91092 23.58837 -0.5 0.2 0.6
```
Forces are in eV/Å.

## Properties
* LUMO energy (alpha / beta): -11.3 / -13.3 eV
* net charge: +2
* multiplicity: 2

Charges per atom according to natural (NBO) partitioning, unit e:
1 Sn 1.80
2 C 0.80
3 F -0.29
4 F -0.28
5 F -0.25
6 S 2.07
7 O -0.84
8 O -0.74
9 N -1.29
10 S 2.09
11 O -0.76
12 O -0.52
13 C 0.88
14 F -0.26
15 F -0.27
16 F -0.22
17 C -0.64
18 C -0.09
19 O -0.77
20 H 0.25
21 H 0.22
22 H 0.22
23 H 0.17
24 H 0.17
25 H 0.48
26 C -0.65
27 C -0.09
28 O -0.79
29 H 0.20
30 H 0.23
31 H 0.25
32 H 0.17
33 H 0.21
34 H 0.52

***

[5]
Entry from OMol25: one molecule with the formula C6H12FN at a distorted geometry (ωB97M-V with the def2-TZVPD basis set).

```
20
Properties=species:S:1:pos:R:3:forces:R:3
C -1.49681 -0.61122 1.13433 0.0 -1.3 -0.1
C -1.34635 -0.42539 -0.42369 0.1 1.6 1.8
F -2.49385 0.24289 -0.86391 -0.8 -0.5 0.0
C -0.25207 0.52971 -0.91710 0.4 -2.8 -0.1
C 0.08805 1.77434 -0.14628 1.1 1.8 -0.4
C 1.27650 1.00346 0.44694 0.5 0.3 0.9
N 1.09772 -0.01763 -0.56531 0.0 0.6 -0.9
C 1.48149 -1.41107 -0.53322 1.4 -0.5 0.8
H -1.83056 0.30967 1.58312 0.0 0.6 -0.1
H -2.33100 -1.34442 1.38356 1.2 0.6 -0.5
H -0.55769 -0.91262 1.70260 -1.1 0.2 -1.1
H -1.24196 -1.36100 -0.96176 -0.2 -0.2 0.0
H -0.48298 0.56402 -1.99131 0.4 0.5 0.1
H -0.56824 2.29614 0.52606 -0.8 -0.5 0.5
H 0.43517 2.62609 -0.77862 -0.1 -0.9 0.0
H 1.06820 0.67003 1.47213 0.0 -0.1 0.1
H 2.24824 1.53454 0.47981 -0.3 -0.3 -0.2
H 0.67692 -2.09419 -0.22237 0.1 0.1 0.0
H 2.36824 -1.61814 0.19262 -1.5 0.7 -1.1
H 1.86096 -1.75518 -1.51761 -0.3 0.2 0.4
```
Forces are in eV/Å.

## Properties
* SMILES: C[C@@H](F)[C@H]1CCN1C
* LUMO energy: 1.0 eV
* energy above the lowest of the compared OMol25 structures with the same formula, charge and spin: 38.04 kcal/mol
* net charge: 0
* multiplicity: 1

Charges per atom according to natural (NBO) partitioning, unit e:
1 C -0.67
2 C 0.20
3 F -0.38
4 C -0.05
5 C -0.43
6 C -0.19
7 N -0.46
8 C -0.41
9 H 0.22
10 H 0.22
11 H 0.22
12 H 0.17
13 H 0.20
14 H 0.22
15 H 0.22
16 H 0.16
17 H 0.18
18 H 0.17
19 H 0.21
20 H 0.20

***

[6]
Entry from OMol25: an isolated ion of composition C6H12FN5O2 and charge +2 at a distorted geometry (ωB97M-V with the def2-TZVPD basis set).

```
26
Properties=species:S:1:pos:R:3:forces:R:3
N -1.32502 2.37218 0.32915 -0.3 -0.2 0.2
C -0.74879 1.20488 0.11646 -2.2 -2.7 -0.2
C -1.49713 -0.01725 0.09030 0.7 2.6 0.6
F -2.84555 0.01754 0.53175 1.5 -0.1 -0.8
C -0.96208 -1.31806 -0.11950 1.5 -0.6 -0.3
N -2.09619 -2.30920 -0.29266 0.7 -0.3 -0.8
C 0.35185 -1.72604 -0.07634 -1.1 0.3 0.5
N 1.15038 -2.78110 0.03664 -0.4 -0.5 -1.3
C 0.73821 1.15520 -0.20712 -0.8 -0.1 -0.9
N 1.34984 2.42977 -0.19809 2.2 -0.9 3.5
C 1.33108 0.07119 0.63719 -0.6 -2.9 2.0
N 2.60342 -0.40966 0.36331 -0.8 -0.5 0.6
O 3.01750 -1.48958 0.72232 -0.2 1.6 -0.1
O 3.30251 0.28557 -0.54869 0.5 -2.0 -0.9
H -2.31547 2.50230 0.47974 0.0 -0.4 0.0
H -0.76833 3.18414 0.47057 0.4 0.5 0.0
H -2.75380 -1.82286 0.28642 -1.3 -0.2 1.2
H -1.80157 -3.22654 0.11970 -0.8 0.6 -0.7
H -2.66710 -2.35798 -1.22030 1.9 -0.2 1.3
H 1.34564 -3.16026 0.98169 -0.1 0.1 -1.0
H 1.54731 -3.31997 -0.80408 -0.5 1.3 1.7
H 0.82600 0.79220 -1.24831 -0.2 0.0 0.2
H 0.96542 3.07189 -0.79694 -0.9 1.8 -2.0
H 1.44482 2.82740 0.75277 0.0 -0.2 -0.8
H 0.95487 -0.24975 1.70614 0.9 1.1 -2.2
H 3.39002 1.17141 -0.22722 -0.1 1.7 0.3
```
Forces are in eV/Å.

## Properties
* SMILES: N/C(=C(\F)C([NH3+])=C=[NH2+])[C@@H](N)/C=[N+](/[O-])O
* LUMO energy: -8.6 eV
* net charge: +2
* multiplicity: 1

Charges per atom according to natural (NBO) partitioning, unit e:
1 N -0.70
2 C 0.29
3 C 0.13
4 F -0.33
5 C 0.06
6 N -0.71
7 C 0.24
8 N -0.70
9 C -0.15
10 N -0.83
11 C -0.13
12 N 0.44
13 O -0.22
14 O -0.46
15 H 0.45
16 H 0.42
17 H 0.47
18 H 0.47
19 H 0.49
20 H 0.45
21 H 0.46
22 H 0.26
23 H 0.40
24 H 0.38
25 H 0.30
26 H 0.52